1.
30
Properties=species:S:1:pos:R:3:forces:R:3 method="wB97M-V/def2-TZVPD" mol_weight_g_mol=203.27 de_lowest_ev=0.000 charge=+1 gap_ev=6.73
C -0.6965 -1.2705 -4.0513 0.027 -0.042 -0.107
C -1.4242 -0.0924 -4.0613 0.048 -0.070 0.025
C -0.3053 -1.8288 -2.8453 0.004 0.050 -0.083
C -1.7582 0.5314 -2.8722 -0.015 0.037 0.236
C -0.6291 -1.2129 -1.6510 -0.189 0.324 0.204
C -1.3584 -0.0290 -1.6678 0.098 -0.135 -0.310
C -0.0436 1.7678 3.2324 -0.707 -0.597 0.265
C 1.1338 2.3321 2.6704 0.534 -0.441 -0.537
C -0.4392 0.5276 2.8796 0.362 0.478 0.165
C 1.9350 1.6261 1.8188 0.177 0.588 0.129
C 0.2616 -0.2259 1.8051 -0.329 -0.138 -0.278
C 1.6055 0.3034 1.4540 -0.107 -0.303 -0.218
N 2.4183 -0.4815 0.7847 -0.248 0.121 0.174
N 0.2610 -1.6770 1.8242 0.107 -0.050 0.217
O -1.6622 0.5680 -0.4622 -0.081 0.047 -0.027
H -0.4397 -1.7516 -4.9814 0.023 -0.064 -0.081
H -1.7343 0.3445 -4.9975 -0.040 0.046 -0.085
H 0.2511 -2.7524 -2.8287 0.066 -0.120 -0.026
H -2.3320 1.4488 -2.8750 -0.043 0.085 -0.022
H -0.3395 -1.6497 -0.7071 0.027 -0.094 0.121
H -0.5941 2.3334 3.9674 -0.085 0.040 0.038
H 1.4196 3.3307 2.9678 0.083 0.065 -0.039
H -1.3218 0.0712 3.3035 -0.099 -0.013 0.000
H 2.8685 2.0433 1.4711 0.066 0.069 -0.030
H -0.3667 0.0672 0.9111 0.370 0.091 0.282
H 3.3183 -0.1633 0.4596 -0.019 0.017 -0.020
H 2.1175 -1.4326 0.5912 0.009 0.135 0.008
H 0.7471 -2.0296 2.6430 -0.105 -0.016 0.039
H -2.2098 1.3460 -0.6274 0.043 -0.079 0.068
H -0.6827 -2.0442 1.8445 0.023 -0.030 -0.108

=====

2.
61
Properties=species:S:1:pos:R:3:forces:R:3 method="wB97M-V/def2-TZVPD" mol_weight_g_mol=429.59 de_lowest_ev=1.935 charge=0 smiles="CC(C)Oc1cccc(C(=O)[C@@H]2CCCN(Cc3cnc(N4CCOCC4)s3)C2)c1" gap_ev=8.40
C -2.3689 -2.8042 -0.7473 0.413 -0.183 -0.012
H -2.1681 -2.5532 0.2916 -0.049 0.058 0.098
H -3.3066 -3.3504 -0.8051 -0.130 -0.062 0.014
H -2.4561 -1.8778 -1.3089 -0.023 0.115 -0.074
C -1.2366 -3.6436 -1.3375 -0.549 -0.155 -0.084
C -1.5069 -3.9753 -2.8015 0.253 0.040 0.396
H -2.4251 -4.5483 -2.8921 -0.106 -0.054 -0.021
H -1.5998 -3.0554 -3.3722 -0.042 0.108 -0.080
H -0.6836 -4.5550 -3.2102 0.047 -0.068 -0.071
H -1.1205 -4.5808 -0.7732 0.043 0.137 -0.063
O -0.0154 -2.9167 -1.3198 0.147 0.049 -0.110
C 0.6759 -2.7460 -0.1669 0.208 0.087 0.186
C 0.3864 -3.3382 1.0599 -0.207 -0.089 -0.291
C 1.2152 -3.1103 2.1473 0.109 0.066 0.030
C 2.3229 -2.2963 2.0364 0.077 0.088 -0.001
C 2.6105 -1.6747 0.8198 -0.337 -0.563 0.285
C 1.7871 -1.9081 -0.2716 -0.018 -0.041 0.065
H 1.9847 -1.4756 -1.2390 0.010 0.119 -0.120
C 3.7920 -0.7726 0.7647 0.094 0.249 -0.314
O 4.7442 -0.9296 1.4950 -0.058 -0.001 0.024
C 3.6937 0.3918 -0.2023 0.351 0.237 0.344
C 2.5257 1.2882 0.2230 -0.121 -0.288 -0.258
N 2.3561 2.3679 -0.7296 0.040 0.048 0.088
C 3.5402 3.2082 -0.7598 0.160 0.025 -0.272
C 4.7561 2.3964 -1.1953 -0.038 0.113 0.248
C 4.9744 1.2188 -0.2529 -0.115 -0.130 -0.245
H 5.8068 0.6006 -0.5920 0.041 0.011 0.085
H 5.2132 1.5757 0.7511 0.039 -0.041 0.029
H 4.5862 2.0258 -2.2077 0.022 0.047 -0.077
H 5.6351 3.0428 -1.2088 0.019 0.005 -0.053
H 3.3642 4.0197 -1.4713 -0.004 0.027 0.083
H 3.7341 3.6586 0.2319 -0.016 0.027 -0.021
C 1.1614 3.1501 -0.4422 0.100 0.002 -0.086
C -0.0858 2.3425 -0.5535 -0.274 -0.049 0.052
C -0.7515 1.9437 -1.6638 0.482 0.342 0.499
N -1.8930 1.2354 -1.4727 -0.691 -0.359 -0.396
C -2.1428 1.0574 -0.2186 0.752 0.241 0.533
N -3.1898 0.3413 0.2553 -0.323 -0.251 0.113
C -3.5596 0.3980 1.6527 -0.244 0.303 0.153
H -2.6733 0.5548 2.2679 -0.042 -0.100 0.061
C -4.5816 1.5207 1.8739 0.260 -0.146 0.175
H -4.9502 1.5173 2.9004 0.080 0.040 -0.013
O -5.7096 1.3395 1.0478 -0.124 -0.056 0.108
C -5.3508 1.3142 -0.3166 0.163 -0.206 -0.311
H -6.2776 1.1639 -0.8717 0.078 0.035 -0.046
C -4.3501 0.1891 -0.6062 -0.321 0.203 -0.129
H -4.0218 0.2252 -1.6436 -0.065 -0.082 0.043
H -4.8079 -0.7793 -0.3863 -0.011 0.016 -0.069
H -4.9031 2.2772 -0.6067 -0.051 -0.061 0.001
H -4.1072 2.4909 1.6593 -0.033 -0.054 0.037
H -4.0156 -0.5624 1.9136 0.077 0.057 0.083
S -0.9424 1.7748 0.8640 -0.256 -0.041 -0.656
H -0.4439 2.1567 -2.6712 0.156 0.105 -0.186
H 1.2088 3.6031 0.5658 0.052 0.076 -0.112
H 1.1193 3.9602 -1.1780 0.025 -0.001 0.159
H 1.6056 0.7011 0.2484 0.080 0.090 0.063
H 2.7162 1.6744 1.2428 -0.004 -0.007 0.015
H 3.4764 0.0120 -1.2043 -0.078 -0.026 0.002
H 2.9729 -2.1180 2.8787 0.064 0.011 0.068
H 0.9853 -3.5820 3.0913 -0.023 -0.032 0.073
H -0.4678 -3.9858 1.1807 -0.091 -0.030 -0.040